Computed, not measured: a structure of composition C41H53BBaF3IN12S3, with the ωB97M-V functional and the def2-TZVPD basis.

Values from the calculation:
Frontier orbital gap ... 7.54 eV
Energy relative to the best compared isomer or geometry (same formula, charge and spin) ... 0.000 eV

The geometry in ORCA input format:
```
! RIJCOSX wB97M-V def2-TZVPD def2/J DEFGRID3
* xyz 0 1
Ba -0.2724 0.1228 -0.7189
C 2.9860 -0.6777 4.3853
C 1.8221 -1.0671 3.5342
C 0.8082 -1.9295 3.8745
C -0.0592 -1.9483 2.7707
N 0.4014 -1.1476 1.8130
N 1.5661 -0.5998 2.2880
B 2.4597 0.4541 1.5695
N 3.0627 -0.0446 0.2178
N 2.3786 -0.3467 -0.9310
C 3.2879 -0.6132 -1.8690
C 4.5750 -0.4877 -1.3270
C 4.3947 -0.1298 -0.0113
C 5.4684 0.1063 1.0002
C 2.9723 -1.0602 -3.2849
C 1.7770 -0.3356 -3.8993
C 2.7052 -2.5721 -3.2990
C 4.1902 -0.7790 -4.1749
N 1.8114 1.8681 1.5136
N 0.6321 2.1845 0.9022
C 0.3944 3.4668 1.1496
C 1.4319 4.0021 1.9295
C 2.3077 2.9639 2.1412
C 3.5856 3.0191 2.9126
C -0.8289 4.2227 0.6802
C -1.6111 4.6906 1.9163
C -1.7467 3.3739 -0.1931
C -0.3765 5.4468 -0.1271
C -1.3298 -2.7713 2.7141
C -2.2082 -2.4027 3.9191
C -2.1322 -2.5512 1.4387
C -0.9479 -4.2558 2.8082
H 2.9539 -1.2588 5.3058
H 2.9493 0.3789 4.6517
H 3.9396 -0.8643 3.8923
H 0.7117 -2.4649 4.8042
H 3.4023 0.5881 2.2780
H 5.5209 -0.6355 -1.8178
H 6.4323 -0.1020 0.5384
H 5.3580 -0.5426 1.8691
H 5.4772 1.1353 1.3570
H 0.8422 -0.4337 -3.3433
H 1.5828 -0.7503 -4.8910
H 1.9771 0.7294 -4.0154
H 1.7571 -2.7985 -2.8149
H 3.4987 -3.1171 -2.7845
H 2.6535 -2.9261 -4.3313
H 4.4713 0.2751 -4.1398
H 3.9493 -1.0348 -5.2080
H 5.0518 -1.3786 -3.8777
H 1.5351 5.0094 2.2976
H 3.7050 4.0234 3.3162
H 4.4486 2.8034 2.2831
H 3.5968 2.3142 3.7428
H -1.9673 3.8355 2.4968
H -2.4773 5.2805 1.6080
H -0.9918 5.3077 2.5691
H -2.0977 2.4941 0.3445
H -1.2520 3.0652 -1.1108
H -2.6214 3.9619 -0.4807
H 0.2635 6.1003 0.4684
H -1.2465 6.0235 -0.4493
H 0.1795 5.1415 -1.0155
H -2.5257 -1.3594 3.8632
H -1.6815 -2.5456 4.8635
H -3.1019 -3.0309 3.9290
H -2.3538 -1.4976 1.2798
H -3.0795 -3.0922 1.5044
H -1.5935 -2.9221 0.5737
H -0.4021 -4.4691 3.7288
H -0.3206 -4.5472 1.9625
H -1.8470 -4.8764 2.7918
F -1.2131 2.8120 -6.1821
C -1.0612 3.8210 -5.3123
F -2.2764 4.1185 -4.8213
F -0.6807 4.8943 -6.0448
C -0.0615 3.5201 -4.2293
C 1.0628 4.3128 -4.1133
C 1.9921 4.0645 -3.1099
C 1.7274 3.0186 -2.2500
N 0.6550 2.2400 -2.3557
C -0.2573 2.4434 -3.3290
S -1.5853 1.3441 -3.3930
H 1.2125 5.1290 -4.8063
H 2.8788 4.6711 -2.9963
H 2.3996 2.7819 -1.4293
N -4.1653 0.1414 -1.8273
C -3.6453 -1.0841 -2.1699
N -2.5201 -1.5449 -1.7074
C -2.2660 -2.8107 -2.2045
C -3.2055 -3.3035 -3.0464
S -4.4728 -2.1602 -3.2489
C -1.0822 -3.5434 -1.7349
C -0.9421 -4.8885 -1.7703
S 0.5317 -5.3518 -1.0056
C 0.8455 -3.6769 -0.6569
N -0.0587 -2.8525 -1.1070
N 1.9853 -3.3055 -0.0237
H -3.4483 0.8683 -1.8185
H -4.9440 0.4318 -2.3996
H -3.2229 -4.2546 -3.5501
H -1.6316 -5.6248 -2.1452
H 2.4308 -3.9782 0.5757
H 2.0244 -2.3429 0.2838
I -0.8104 1.7846 5.7343
C -2.0920 1.3982 4.1381
C -3.4664 1.4863 4.2717
C -4.2480 1.2068 3.1599
C -3.6236 0.8572 1.9733
N -2.2991 0.7767 1.8494
C -1.5462 1.0409 2.9141
H -3.9178 1.7631 5.2149
H -5.3267 1.2609 3.2134
H -4.2002 0.6313 1.0821
H -0.4744 0.9692 2.7873
*
```